C4H22N8O7 | ωB97M-V/def2-TZVPD

- Frontier orbital gap: 8.4 eV
- SMILES: NC(N)=O.NC(N)=O.NC(N)=O.NC(N)=O.O.O.O
- Energy: -30762.645 eV
- HOMO: -8.26 eV
- Energy above the lowest of the compared OMol25 structures with the same formula, charge and spin: 0.5140 eV

Geometry as XYZ:
```
41
Properties=species:S:1:pos:R:3:forces:R:3
N 21.800232 -5.859475 -39.544887 0.173 0.863 0.664
C 21.305006 -6.819570 -38.729042 0.955 -1.807 0.699
N 20.658861 -7.827106 -39.386149 -0.531 -0.094 -0.159
O 21.605248 -6.948650 -37.543765 0.004 0.118 -1.049
H 22.265762 -5.121394 -39.026831 -0.252 0.276 -0.410
H 21.337526 -5.678593 -40.414713 0.200 0.249 -0.115
H 20.408518 -8.626802 -38.831436 -0.254 0.148 0.006
H 20.169015 -7.649100 -40.243716 -0.014 -0.214 -0.030
N 19.715307 -1.547257 -40.280655 -0.051 1.222 -0.371
C 19.514331 -2.249657 -39.130911 1.085 -1.462 -0.482
N 19.192622 -3.566034 -39.407499 -0.348 0.337 1.244
O 19.789551 -1.887177 -37.997979 -0.256 0.515 -0.385
H 20.047439 -0.596457 -40.244160 -0.240 -0.042 0.352
H 19.174455 -1.763366 -41.098037 -0.021 -0.153 -0.023
H 19.289424 -3.913441 -40.339600 0.147 -0.057 -0.114
H 19.490297 -4.158604 -38.640733 -0.338 -0.237 -0.156
N 20.065759 -3.461249 -34.536916 -1.033 1.443 1.303
C 19.886879 -4.714063 -34.981414 1.306 -0.835 -0.066
N 20.846929 -4.982198 -35.925374 -1.515 -1.698 -0.152
O 19.073099 -5.531965 -34.547970 0.220 0.713 -0.517
H 20.831868 -2.888920 -34.843280 0.063 -0.076 0.043
H 19.557663 -3.162443 -33.720396 -0.005 -0.052 -0.184
H 20.830119 -5.942716 -36.281495 0.532 0.940 0.181
H 21.602783 -4.349652 -36.110329 0.089 -0.036 -0.240
N 25.225869 0.858720 -36.245333 -1.490 -0.906 0.573
C 25.236948 -0.322982 -36.905327 0.737 0.242 -1.073
N 26.245937 -0.420338 -37.816327 -0.286 -0.454 0.386
O 24.405955 -1.218101 -36.751156 0.504 0.418 0.545
H 25.918632 1.574045 -36.316761 0.025 0.076 0.054
H 24.375651 0.937014 -35.705391 0.315 0.735 0.158
H 26.380285 -1.322980 -38.236106 0.108 0.225 -0.299
H 26.689976 0.416013 -38.139070 0.301 -0.200 -0.230
O 22.468172 -1.596669 -34.670873 0.556 -0.030 -0.005
H 23.203175 -1.664981 -35.316386 -0.456 0.162 0.199
H 22.861941 -1.196931 -33.888610 -0.064 -0.113 0.047
O 22.423788 -2.889914 -37.478951 0.242 0.363 -0.262
H 23.171792 -2.271400 -37.349866 -0.348 -0.466 -0.203
H 21.682811 -2.320117 -37.746045 -0.043 -0.256 0.268
O 20.384319 0.050606 -35.735937 -0.035 0.010 0.022
H 20.071697 -0.454464 -36.498446 -0.026 -0.052 0.076
H 20.866383 -0.596265 -35.197689 0.048 0.183 -0.294
```
Positions in Å, forces in eV/Å.



C4H7NO | ωB97M-V/def2-TZVPD

- Frontier orbital gap: 10.6 eV
- SMILES: CN1C[C@H]1C=O
- Energy: -7797.269 eV
- HOMO: -9.64 eV
- Energy above the lowest of the compared OMol25 structures with the same formula, charge and spin: 2.3757 eV

Geometry as XYZ:
```
13
Properties=species:S:1:pos:R:3:forces:R:3
C -0.043489 -0.881845 -1.596705 -0.123 -0.050 -0.069
N 0.458334 0.021522 -0.570706 -0.021 0.075 -0.016
C 0.798075 -0.555242 0.700009 0.176 -0.097 0.209
C -0.365560 0.375464 0.571477 -0.257 0.036 0.184
C -0.390537 1.770504 1.096762 -0.240 0.017 0.320
O -1.201586 2.056532 1.948135 0.386 0.182 -0.290
H 0.797790 -1.444227 -2.020953 -0.137 0.170 0.157
H -0.495367 -0.303941 -2.407739 -0.008 -0.058 0.169
H -0.781247 -1.606651 -1.216919 0.074 0.123 0.008
H 0.522501 -1.599526 0.867449 0.079 0.189 0.000
H 1.731973 -0.244403 1.161632 -0.119 0.027 -0.098
H -1.347112 -0.044115 0.801074 0.130 -0.405 -0.572
H 0.309601 2.527287 0.692178 0.062 -0.209 -0.003
```
Positions in Å, forces in eV/Å.



C5H16N3S | ωB97M-V/def2-TZVPD

- 2S+1: 3
- Frontier orbital gap (alpha / beta): 4.5 / 5.6 eV
- ⟨S²⟩: 2.01
- Total charge: +1
- Energy: -20737.661 eV
- HOMO (alpha / beta): -7.94 / -11.53 eV

Geometry as XYZ:
```
25
Properties=species:S:1:pos:R:3:forces:R:3
C 1.841318 1.768269 -0.494304 0.492 -0.458 0.113
C 1.740474 -1.564883 1.293712 0.208 0.041 -0.161
C -2.832127 -1.345914 -1.042438 0.135 0.804 0.154
C 1.611954 0.704102 0.508803 -1.233 5.723 1.402
C -1.125157 0.790302 -0.056414 -2.530 -1.437 -1.067
N 2.203368 -1.024265 -0.948551 0.527 -0.096 -0.658
N 1.821845 -0.551144 0.273249 0.098 -5.286 -0.144
N -2.179477 1.411443 0.866452 0.829 0.308 0.183
S -1.337400 -0.963439 -0.058231 0.720 -0.231 0.461
H 2.907929 1.850181 -0.714873 0.117 0.294 -0.293
H 1.495574 2.722209 -0.113493 -0.015 0.124 0.011
H 1.325839 1.565061 -1.431622 -0.165 0.178 -0.389
H 0.929233 -2.256836 1.062752 -0.073 -0.185 -0.005
H 2.681134 -2.113874 1.335948 0.060 -0.093 0.079
H 1.546642 -1.112487 2.260729 0.040 0.108 -0.044
H -2.811034 -0.758570 -1.956429 -0.113 -0.096 -0.147
H -3.728099 -1.134507 -0.461922 -0.049 -0.070 -0.104
H -2.788850 -2.404501 -1.274752 0.102 -0.067 0.010
H 1.393994 0.978456 1.526709 0.215 -0.122 0.113
H -1.311148 1.191640 -1.056312 0.663 0.491 0.233
H 1.940696 -0.416191 -1.716785 -0.059 -0.125 0.186
H 1.914677 -1.986387 -1.087217 -0.121 0.152 -0.041
H -3.147112 1.321087 0.523382 0.350 -0.076 -0.038
H -2.116502 0.923008 1.765673 -0.077 0.156 -0.018
H -1.977769 2.407235 0.995929 -0.122 -0.036 0.164
```
Positions in Å, forces in eV/Å.



C8H14IN2 | ωB97M-V/def2-TZVPD

- Frontier orbital gap: 9.1 eV
- Total charge: +1
- Energy: -19593.327 eV
- HOMO: -12.41 eV
- Energy above the lowest of the compared OMol25 structures with the same formula, charge and spin: 3.3826 eV

Geometry as XYZ:
```
25
Properties=species:S:1:pos:R:3:forces:R:3
C 0.959932 0.405215 -1.094291 -3.269 0.862 4.248
C -0.332017 -1.601415 -1.020223 0.109 0.034 -0.376
C -0.184981 1.254416 0.996740 0.407 1.464 -0.101
C -0.059802 2.464535 1.542525 -0.924 0.313 -0.707
C 1.810577 0.370511 -2.165232 0.139 1.980 -2.700
C -1.045439 0.155537 1.522154 3.581 -1.552 -3.836
C 0.657546 3.619298 0.940277 0.394 -0.542 -0.810
C -1.057000 -3.857710 -0.182996 -1.899 -1.047 -0.012
N 0.564558 1.077444 -0.205592 -0.160 -1.416 0.037
N -0.212400 -2.691507 -0.324625 0.638 0.772 -0.215
I -2.083890 -1.407294 -2.174914 0.217 -0.143 0.066
H -0.694011 2.715619 2.366379 -0.095 -0.297 0.752
H 1.465795 1.170957 -2.874603 -0.135 -1.303 -0.136
H 2.028699 -0.576594 -2.529374 0.366 -1.399 -1.030
H 2.634403 0.895455 -1.797191 2.126 0.312 0.633
H -1.556433 -0.231983 0.651353 -0.937 -0.069 0.161
H -1.613476 0.449962 2.295446 -2.033 0.891 2.604
H -0.331059 -0.644233 1.748770 -0.403 -0.167 0.678
H 0.145258 4.559722 1.143954 -0.046 -0.127 -0.002
H 0.656578 3.441541 -0.193938 0.777 0.631 1.697
H 1.633950 3.663260 1.480482 -0.280 0.225 -1.066
H -1.549888 -4.278430 -1.091398 0.906 0.932 0.064
H -0.494170 -4.691372 0.222347 0.135 0.188 0.350
H -1.944240 -3.621290 0.442970 0.754 -0.071 0.057
H 0.601511 -2.641644 0.300980 -0.368 -0.470 -0.358
```
Positions in Å, forces in eV/Å.



C3H7NOS | ωB97M-V/def2-TZVPD

- Frontier orbital gap: 9.3 eV
- SMILES: CO/C=N/SC
- Energy: -17596.135 eV
- HOMO: -8.22 eV
- Energy above the lowest of the compared OMol25 structures with the same formula, charge and spin: 1.7940 eV

Geometry as XYZ:
```
13
Properties=species:S:1:pos:R:3:forces:R:3
C 2.159839 0.518185 0.026457 1.507 0.198 -0.015
O 2.033429 -0.917512 0.002848 1.180 0.818 0.156
C 0.787935 -1.359508 -0.009196 1.128 -2.072 -0.049
N -0.166945 -0.611753 0.107202 -3.003 2.337 0.105
S -1.805937 -1.070384 0.031314 0.644 -0.169 0.122
C -2.513221 0.570103 -0.015891 -0.024 0.312 0.140
H 1.719385 0.920126 -0.896020 -0.158 0.106 0.532
H 1.757035 0.971623 0.958677 -0.014 -0.388 -0.799
H 3.269652 0.724225 -0.014899 -1.194 -0.368 0.109
H 0.762207 -2.434072 -0.104297 0.025 -0.455 -0.106
H -2.293879 1.158320 0.885930 -0.177 -0.409 -0.081
H -2.114240 1.139514 -0.858504 -0.258 -0.213 -0.096
H -3.595263 0.391138 -0.113616 0.345 0.301 -0.018
```
Positions in Å, forces in eV/Å.



C4H14N2O | ωB97M-V/def2-TZVPD

- 2S+1: 2
- Frontier orbital gap (alpha / beta): 2.6 / 8.4 eV
- ⟨S²⟩: 0.75
- Total charge: -1
- Energy: -9398.540 eV
- HOMO (alpha / beta): 1.10 / -4.80 eV
- Energy above the lowest of the compared OMol25 structures with the same formula, charge and spin: 3.0433 eV

Geometry as XYZ:
```
21
Properties=species:S:1:pos:R:3:forces:R:3
C -2.260188 -1.439497 -0.838522 -3.414 0.020 1.627
C -0.796384 -1.852147 -0.912937 0.222 0.703 -0.310
C -0.078737 -0.950164 0.120568 -0.295 -0.458 0.516
N -0.103314 0.497562 -0.149199 1.444 -2.092 -4.300
C 0.647987 0.915095 -1.420398 -0.994 -1.524 1.515
N 2.063554 1.047082 -1.113813 0.081 -0.046 -2.030
H -2.571521 -0.463510 -0.193671 1.702 -1.345 -2.343
H -2.719389 -1.466592 -1.855331 -0.153 0.364 0.951
H -2.969403 -2.028998 -0.097115 1.637 -0.209 -1.748
H -0.242476 -1.591882 -1.898921 -1.548 -0.580 1.193
H -0.520226 -2.969523 -0.702704 -0.821 1.985 -0.169
H -0.521580 -1.285684 1.110769 1.109 0.966 -0.793
H 0.866908 -1.412216 -0.154344 1.378 0.728 1.611
H -0.307049 1.381304 0.244270 -0.779 -0.179 2.142
H 0.080945 1.770991 -1.662851 0.255 1.759 -0.472
H 0.423609 0.267425 -2.334453 0.566 0.243 1.411
H 2.252207 0.502460 -0.325599 0.363 -0.766 1.351
H 2.562114 1.917116 -1.040854 -0.742 0.444 -0.071
H 0.065794 1.707008 4.369482 0.190 -0.125 -0.342
H 0.440323 2.004031 2.957364 -0.398 2.411 -2.443
O 0.545249 1.351980 3.591596 0.197 -2.298 2.705
```
Positions in Å, forces in eV/Å.



- What is the energy in the third record?
  -20737.661 eV